[1]
A 6-piece molecular cluster, C35H84BN5O15P3S overall in a non-equilibrium geometry. Source: the OMol25 dataset; level of theory: ωB97M-V with the def2-TZVPD basis set.

## Properties
charge = +1
total energy = -4233.00906 hartree
gap between HOMO and LUMO = 6.25 eV

CARTESIAN COORDINATES (ANGSTROEM)
C: -1.33 -4.78 -3.40
C: -0.17 -4.83 -3.69
N: 1.18 -4.76 -3.71
C: 1.86 -3.69 -3.42
N: 1.23 -2.54 -3.10
C: 2.05 -1.32 -3.25
C: 1.25 -0.17 -2.63
O: 2.44 -1.15 -4.56
C: 1.49 -0.79 -5.56
C: 0.67 -1.95 -6.20
C: 0.74 -1.83 -7.74
C: -0.80 -1.94 -5.76
C: -1.53 -3.07 -6.54
C: -1.54 -0.61 -6.08
C: 3.43 -1.50 -2.48
P: 3.37 -0.92 -0.68
N: 2.32 -1.68 0.22
P: 4.59 -0.33 -3.29
O: 4.01 0.98 -3.53
O: 5.20 -0.91 -4.65
O: 5.82 -0.11 -2.26
C: 3.83 -3.00 -2.38
B: 5.39 -3.35 -2.09
O: 6.40 -2.92 -2.86
N: 5.73 -4.26 -0.98
C: 4.94 -5.49 -1.07
C: 5.52 -3.64 0.34
N: 3.23 -3.87 -3.44
P: 3.95 -3.87 -5.03
S: 3.87 -5.69 -5.72
H: -2.36 -4.92 -3.22
H: 1.70 -5.62 -3.92
H: 0.71 -2.58 -2.23
H: 0.78 -0.51 -1.72
H: 0.43 0.15 -3.26
H: 1.85 0.71 -2.45
H: 2.08 -0.39 -6.37
H: 0.80 0.00 -5.29
H: 1.13 -2.91 -5.98
H: 1.70 -1.45 -8.08
H: -0.07 -1.25 -8.15
H: 0.64 -2.82 -8.17
H: -0.91 -2.11 -4.69
H: -2.40 -3.44 -6.00
H: -0.84 -3.90 -6.73
H: -1.86 -2.67 -7.48
H: -1.76 -0.11 -5.14
H: -2.49 -0.80 -6.55
H: -0.92 0.09 -6.64
H: 3.09 0.46 -0.64
H: 4.70 -1.03 -0.26
H: 1.81 -2.37 -0.31
H: 6.10 -0.59 -4.79
H: 6.22 0.73 -2.52
H: 3.32 -3.34 -1.47
H: 7.18 -2.75 -2.31
H: 3.92 -5.38 -0.65
H: 5.42 -6.25 -0.46
H: 4.85 -5.83 -2.10
H: 4.47 -3.42 0.56
H: 6.11 -2.74 0.41
H: 5.87 -4.29 1.14
H: 5.28 -3.44 -5.00
H: 3.25 -3.05 -5.92
C: -0.57 -3.81 1.14
O: -1.67 -4.56 0.66
C: -1.27 -5.78 0.04
C: -1.46 -6.97 0.96
O: -0.59 -6.90 2.08
C: -1.23 -6.42 3.25
H: -0.97 -3.02 1.79
H: 0.13 -4.42 1.71
H: -0.05 -3.33 0.30
H: -0.23 -5.72 -0.30
H: -1.91 -5.91 -0.84
H: -1.22 -7.89 0.42
H: -2.51 -7.03 1.29
H: -1.88 -7.19 3.67
H: -1.82 -5.52 3.05
H: -0.46 -6.18 3.98
C: -1.83 -0.98 5.64
O: -2.46 -1.36 6.85
C: -3.58 -2.22 6.65
C: -3.21 -3.67 6.88
O: -2.30 -4.11 5.89
C: -0.96 -4.15 6.35
H: -0.88 -0.52 5.90
H: -1.65 -1.83 4.99
H: -2.45 -0.23 5.12
H: -3.99 -2.09 5.65
H: -4.34 -1.92 7.37
H: -4.11 -4.28 6.79
H: -2.80 -3.81 7.89
H: -0.82 -5.01 7.01
H: -0.69 -3.23 6.89
H: -0.30 -4.26 5.49
C: -3.95 1.89 0.16
O: -3.74 0.54 -0.25
C: -2.96 -0.20 0.67
C: -3.80 -1.09 1.56
O: -4.62 -0.33 2.43
C: -5.97 -0.24 1.99
H: -4.73 2.31 -0.46
H: -4.25 1.95 1.21
H: -3.03 2.47 0.01
H: -2.34 0.47 1.28
H: -2.29 -0.84 0.08
H: -3.14 -1.70 2.19
H: -4.41 -1.77 0.95
H: -6.49 -1.18 2.17
H: -6.03 0.02 0.93
H: -6.46 0.55 2.57
C: -2.31 8.16 1.43
O: -2.99 7.76 2.62
C: -4.07 6.89 2.38
C: -3.71 5.45 2.67
O: -2.73 4.96 1.76
C: -1.43 4.94 2.32
H: -1.37 8.62 1.72
H: -2.09 7.31 0.78
H: -2.91 8.89 0.89
H: -4.43 6.99 1.35
H: -4.88 7.18 3.05
H: -4.60 4.82 2.54
H: -3.36 5.34 3.70
H: -1.33 4.11 3.02
H: -1.19 5.88 2.82
H: -0.72 4.80 1.50
C: 2.31 11.40 5.01
O: 1.77 12.42 4.18
C: 2.01 12.20 2.80
C: 0.79 11.64 2.10
O: 0.47 10.34 2.56
C: -0.60 10.32 3.49
H: 1.88 11.52 6.00
H: 2.05 10.40 4.63
H: 3.40 11.50 5.07
H: 2.87 11.53 2.65
H: 2.26 13.17 2.36
H: 1.00 11.57 1.03
H: -0.07 12.32 2.23
H: -1.55 10.47 2.97
H: -0.47 11.07 4.26
H: -0.62 9.33 3.96

Atom charges from the Mulliken analysis, given in e for atoms 1 to 2: -0.64, 0.12


[2]
A 8-piece molecular cluster, C48H120N8O16 overall in a non-equilibrium geometry. Source: the OMol25 dataset; level of theory: ωB97M-V with the def2-TZVPD basis set.

## Properties
total energy = -3542.30117 hartree
ΔE to the lowest compared entry with this formula, charge and spin = 41.8 kcal per mole
gap between HOMO and LUMO = 8.94 eV

CARTESIAN COORDINATES (ANGSTROEM)
C: -23.38 31.83 -1.33
O: -23.59 31.16 -0.10
C: -22.44 30.78 0.63
C: -21.97 29.39 0.26
N: -22.74 28.40 1.04
C: -22.44 27.04 0.62
C: -21.02 26.58 0.83
O: -20.24 26.96 -0.29
C: -18.86 26.78 -0.10
H: -22.81 31.14 -1.96
H: -22.90 32.80 -1.20
H: -24.36 31.99 -1.78
H: -22.71 30.86 1.68
H: -21.62 31.48 0.43
H: -20.93 29.31 0.56
H: -22.11 29.21 -0.81
H: -23.71 28.55 0.76
H: -22.65 26.90 -0.45
H: -23.15 26.37 1.13
H: -20.91 25.51 1.04
H: -20.68 27.02 1.78
H: -18.34 26.91 -1.05
H: -18.61 25.81 0.33
H: -18.43 27.55 0.56
C: -19.24 29.56 -7.78
O: -19.05 30.94 -7.95
C: -19.94 31.56 -8.85
C: -19.85 33.07 -8.64
N: -20.52 33.44 -7.40
C: -20.41 34.86 -7.08
C: -20.90 35.05 -5.65
O: -20.28 34.07 -4.83
C: -20.66 34.09 -3.45
H: -18.61 29.27 -6.94
H: -18.97 28.94 -8.64
H: -20.25 29.33 -7.42
H: -20.98 31.25 -8.69
H: -19.63 31.37 -9.89
H: -20.30 33.54 -9.51
H: -18.80 33.37 -8.56
H: -20.21 32.90 -6.60
H: -21.07 35.46 -7.71
H: -19.39 35.27 -7.12
H: -21.99 34.98 -5.58
H: -20.62 36.05 -5.27
H: -20.48 35.08 -3.01
H: -19.93 33.39 -3.06
H: -21.70 33.77 -3.41
C: -16.15 20.47 -4.08
O: -17.44 19.93 -4.18
C: -17.61 18.97 -5.22
C: -17.55 19.62 -6.60
N: -18.63 20.60 -6.69
C: -18.58 21.39 -7.92
C: -18.95 20.58 -9.14
O: -17.90 19.79 -9.68
C: -18.27 19.14 -10.85
H: -16.19 21.12 -3.20
H: -15.90 21.13 -4.92
H: -15.34 19.75 -3.92
H: -18.58 18.53 -5.02
H: -16.82 18.21 -5.22
H: -17.69 18.88 -7.39
H: -16.56 20.06 -6.80
H: -18.58 21.28 -5.94
H: -17.61 21.89 -8.05
H: -19.33 22.18 -7.93
H: -19.19 21.27 -9.97
H: -19.81 19.93 -8.96
H: -19.03 18.37 -10.67
H: -17.48 18.56 -11.34
H: -18.67 19.86 -11.57
C: -25.47 24.22 -0.75
O: -24.38 23.84 0.05
C: -23.13 23.76 -0.60
C: -22.84 22.48 -1.37
N: -23.65 22.28 -2.56
C: -23.60 23.29 -3.60
C: -24.64 22.91 -4.68
O: -24.86 23.92 -5.63
C: -23.76 24.23 -6.44
H: -25.81 23.40 -1.40
H: -25.27 25.06 -1.42
H: -26.30 24.44 -0.07
H: -22.40 23.83 0.21
H: -22.91 24.63 -1.22
H: -22.94 21.59 -0.75
H: -21.81 22.55 -1.74
H: -24.52 21.79 -2.42
H: -22.58 23.33 -3.99
H: -23.89 24.27 -3.21
H: -25.58 22.65 -4.19
H: -24.30 21.99 -5.17
H: -22.89 24.54 -5.85
H: -24.10 24.99 -7.14
H: -23.40 23.38 -7.04
C: -18.79 20.82 -14.86
O: -19.28 21.66 -13.83
C: -18.48 22.82 -13.70
C: -19.12 23.70 -12.65
N: -18.37 24.95 -12.53
C: -18.76 25.88 -11.48
C: -18.98 25.29 -10.10
O: -19.59 26.32 -9.33
C: -19.65 25.94 -7.96
H: -19.46 19.95 -14.90
H: -17.80 20.41 -14.65
H: -18.77 21.35 -15.81
H: -18.32 23.37 -14.63
H: -17.47 22.55 -13.36
H: -19.07 23.15 -11.72
H: -20.17 23.87 -12.95
H: -18.36 25.42 -13.43
H: -19.64 26.47 -11.76
H: -17.94 26.61 -11.40
H: -18.04 24.95 -9.66
H: -19.65 24.43 -10.21
H: -20.09 24.94 -7.83
H: -20.34 26.63 -7.49
H: -18.66 25.87 -7.49
C: -17.99 26.27 3.49
O: -17.29 25.64 2.44
C: -16.10 24.98 2.85
C: -16.38 23.68 3.60
N: -17.18 22.71 2.86
C: -16.54 22.18 1.66
C: -17.47 21.26 0.92
O: -18.60 22.01 0.57
C: -19.56 21.25 -0.16
H: -17.42 27.10 3.91
H: -18.20 25.60 4.33
H: -18.87 26.69 3.00
H: -15.54 25.67 3.48
H: -15.48 24.83 1.96
H: -16.95 23.88 4.51
H: -15.46 23.22 3.95
H: -18.07 23.12 2.57
H: -15.66 21.62 1.99
H: -16.11 22.94 1.00
H: -17.70 20.41 1.57
H: -16.95 20.76 0.08
H: -19.87 20.44 0.49
H: -19.17 20.85 -1.10
H: -20.38 21.93 -0.41
C: -19.49 22.49 -3.48
O: -19.64 23.72 -4.12
C: -20.06 24.75 -3.27
C: -19.89 26.06 -4.03
N: -20.65 27.12 -3.40
C: -20.53 28.38 -4.13
C: -21.10 29.51 -3.28
O: -21.02 30.73 -3.96
C: -22.02 31.02 -4.91
H: -19.28 21.65 -4.15
H: -20.42 22.26 -2.95
H: -18.60 22.49 -2.84
H: -19.39 24.78 -2.40
H: -21.08 24.59 -2.90
H: -20.35 25.83 -4.99
H: -18.84 26.34 -4.20
H: -20.50 27.22 -2.41
H: -21.06 28.35 -5.08
H: -19.46 28.57 -4.31
H: -20.49 29.64 -2.38
H: -22.12 29.26 -2.93
H: -23.03 30.90 -4.50
H: -22.01 30.37 -5.80
H: -21.90 32.06 -5.18
C: -24.05 29.57 -7.72
O: -24.56 30.57 -6.89
C: -25.12 30.07 -5.69
C: -25.89 31.18 -5.01
N: -25.04 32.23 -4.45
C: -25.78 33.40 -4.00
C: -24.83 34.58 -3.82
O: -24.54 35.08 -5.10
C: -23.60 36.11 -5.06
H: -23.04 29.26 -7.41
H: -23.96 29.92 -8.75
H: -24.64 28.64 -7.68
H: -24.35 29.64 -5.05
H: -25.86 29.30 -5.93
H: -26.44 30.72 -4.18
H: -26.57 31.61 -5.76
H: -24.42 32.55 -5.20
H: -26.35 33.08 -3.12
H: -26.54 33.69 -4.74
H: -23.95 34.34 -3.22
H: -25.33 35.35 -3.21
H: -22.64 35.80 -4.63
H: -23.96 36.98 -4.50
H: -23.38 36.46 -6.06

Atom charges from the Mulliken analysis, given in e for atoms 1 to 2: 0.08, -0.44